The following is a quantum chemistry calculation of a cluster of 5 separate species, C4H18NO4S in total at a distorted geometry, from the OMol25 dataset.

Summary:
ΔE to the lowest compared entry with this formula, charge and spin = 0.0 kcal per mole
Calculated total energy = -24957.70163 eV
E_LUMO = 3.544 eV
Maximum force = 0.035 hartree/bohr

ORCA input file:
```
! wB97M-V def2-TZVPD RIJCOSX def2/J DEFGRID3
* xyz -1 1
S -0.60 3.13 0.71
O -1.19 -0.24 -2.80
O 2.50 -0.28 0.05
O 1.53 0.11 -2.59
O 1.95 2.40 -0.49
N -0.48 -0.85 1.58
C -0.90 -2.41 -0.30
C -0.61 1.61 1.74
C -0.95 0.38 0.92
C -1.20 -2.05 1.15
H -1.36 1.75 2.50
H -1.32 -1.67 -1.00
H 1.05 2.74 -0.11
H 0.38 1.51 2.19
H -2.02 0.35 0.78
H 0.18 -2.46 -0.47
H -0.86 -2.88 1.77
H 1.83 -0.33 -1.78
H 2.41 0.71 0.01
H -1.49 0.60 -2.38
H -0.54 -0.74 2.60
H -0.50 0.43 -0.03
H -1.35 -3.37 -0.57
H -0.22 -0.17 -2.79
H -2.26 -1.93 1.31
H 2.56 3.13 -0.32
H 1.65 1.07 -2.32
H 1.79 -0.56 0.64
*
```

Let us look at the Löwdin charges, expressed in e, one per atom: S 0.318; O -0.112; O -0.102; O -0.100; O -0.203; N -0.099; C -0.099; C -0.675; C -0.344; C -0.312; H 0.031; H 0.045; H -0.154; H 0.050; H 0.102; H 0.076; H 0.100; H 0.008; H 0.013; H 0.048; H 0.108; H 0.059; H 0.067; H -0.021; H 0.091; H 0.037; H 0.064; H 0.007